Density functional theory data (ωB97M-V/def2-TZVPD) for the molecule C18H30N4O2.

As for the charge: 0. The energy above the lowest of the compared OMol25 structures with the same formula, charge and spin comes out at 6.11 kcal per mole. As for the structure (SMILES): CCCCNCC(=O)Nc1ccc(NC(=O)CNCCCC)cc1. The calculation puts the HOMO energy at -7.729 eV.

Last column: Mulliken charge in e.
Element x y z (Å)
C1 0.91 -0.51 -5.23  -0.97
C2 1.40 -1.25 -6.47  -0.52
C3 2.07 -2.59 -6.16  -0.67
C4 1.16 -3.61 -5.48  -0.77
N1 1.01 -3.33 -4.07  -0.14
C5 0.15 -4.26 -3.37  -0.70
C6 -0.17 -3.78 -1.95  0.51
O1 -0.48 -4.55 -1.06  -0.66
N2 -0.08 -2.44 -1.85  -0.03
C7 -0.31 -1.61 -0.75  0.56
C8 -0.67 -2.09 0.50  -0.51
C9 -0.88 -1.22 1.55  -0.58
C10 -0.74 0.16 1.37  0.61
N3 -0.94 1.09 2.39  -0.15
C11 -1.24 0.88 3.70  0.54
O2 -1.39 -0.19 4.24  -0.66
C12 -1.40 2.21 4.45  -0.77
N4 -0.63 3.27 3.82  -0.17
C13 -0.97 4.60 4.32  -0.82
C14 -0.14 5.67 3.61  -0.63
C15 1.32 5.70 4.04  -0.26
C16 2.08 6.84 3.38  -1.34
C17 -0.37 0.64 0.11  -0.84
C18 -0.16 -0.23 -0.93  -0.61
H1 1.73 -0.38 -4.53  0.29
H2 0.12 -1.07 -4.75  0.18
H3 0.53 0.47 -5.51  0.42
H4 2.11 -0.63 -7.01  0.32
H5 0.55 -1.43 -7.14  0.30
H6 2.43 -3.02 -7.10  0.32
H7 2.94 -2.41 -5.52  0.30
H8 1.56 -4.62 -5.66  0.38
H9 0.16 -3.57 -5.94  0.39
H10 1.93 -3.34 -3.63  0.19
H11 -0.81 -4.32 -3.91  0.32
H12 0.54 -5.29 -3.31  0.35
H13 0.21 -1.98 -2.71  -0.02
H14 -0.79 -3.15 0.65  0.52
H15 -1.16 -1.59 2.52  0.52
H16 -0.83 2.06 2.15  0.17
H17 -1.15 2.04 5.51  0.38
H18 -2.46 2.47 4.40  0.37
H19 0.36 3.10 3.97  0.14
H20 -0.83 4.68 5.41  0.37
H21 -2.03 4.76 4.11  0.44
H22 -0.59 6.65 3.83  0.38
H23 -0.21 5.51 2.53  0.25
H24 1.80 4.75 3.77  0.27
H25 1.38 5.80 5.13  0.26
H26 1.64 7.80 3.65  0.34
H27 3.12 6.85 3.69  0.37
H28 2.05 6.75 2.30  0.33
H29 -0.26 1.70 -0.04  0.36
H30 0.12 0.15 -1.91  0.38

Density functional theory data (ωB97M-V/def2-TZVPD) for a 8-piece molecular cluster, C18H30N6O2 overall at a distorted geometry.

As for the charge: 0. The energy above the lowest of the compared OMol25 structures with the same formula, charge and spin comes out at 36.51 kcal per mole. As for the structure (SMILES): CC(C)=O.CC(C)=O.CC#N.CC#N.CC#N.CC#N.CC#N.CC#N. The calculation puts the HOMO energy at -9.321 eV.

Last column: Mulliken charge in e.
Element x y z (Å)
C1 11.42 1.15 1.86  -1.01
C2 10.65 0.14 0.98  0.74
C3 10.49 -1.30 1.58  -0.98
O1 10.26 0.39 -0.14  -0.54
H1 12.49 0.98 1.84  0.28
H2 11.09 1.08 2.90  0.31
H3 11.33 2.13 1.37  0.30
H4 9.68 -1.74 0.99  0.29
H5 10.20 -1.34 2.64  0.34
H6 11.39 -1.90 1.42  0.27
C4 0.68 -11.11 5.62  -0.95
C5 0.30 -10.32 6.85  0.71
C6 -0.66 -11.07 7.79  -1.00
O2 0.69 -9.20 7.19  -0.58
H7 0.07 -10.73 4.80  0.29
H8 0.66 -12.16 5.93  0.31
H9 1.74 -10.88 5.50  0.30
H10 -1.63 -11.05 7.30  0.28
H11 -0.74 -10.51 8.72  0.30
H12 -0.25 -12.03 8.08  0.34
C7 7.72 -8.98 9.50  -0.67
C8 6.71 -10.01 9.83  0.28
N1 5.87 -10.75 10.09  -0.35
H13 8.01 -9.19 8.48  0.23
H14 8.61 -9.09 10.11  0.26
H15 7.28 -7.98 9.59  0.25
C9 3.46 -15.63 -1.90  -0.77
C10 4.00 -14.39 -1.24  0.30
N2 4.43 -13.48 -0.65  -0.34
H16 3.27 -16.52 -1.30  0.29
H17 4.39 -16.06 -2.28  0.25
H18 2.71 -15.51 -2.69  0.27
C11 7.45 -9.03 3.20  -0.71
C12 7.16 -8.10 2.18  0.30
N3 6.94 -7.41 1.29  -0.35
H19 6.62 -9.18 3.90  0.26
H20 8.39 -8.78 3.68  0.25
H21 7.62 -9.93 2.62  0.25
C13 10.64 -2.26 8.36  -0.75
C14 10.23 -3.38 7.45  0.31
N4 9.97 -4.29 6.79  -0.35
H22 11.14 -1.39 7.93  0.27
H23 11.34 -2.63 9.11  0.26
H24 9.80 -1.99 9.01  0.26
C15 8.44 -17.78 4.14  -0.62
C16 7.98 -16.41 4.53  0.24
N5 7.59 -15.31 4.74  -0.36
H25 8.52 -17.85 3.05  0.26
H26 7.69 -18.47 4.52  0.24
H27 9.35 -17.86 4.74  0.24
C17 5.92 -4.22 -4.72  -0.77
C18 7.21 -4.86 -4.63  0.35
N6 8.27 -5.36 -4.44  -0.37
H28 5.09 -4.86 -5.02  0.28
H29 5.90 -3.38 -5.41  0.26
H30 5.62 -4.07 -3.68  0.25

Density functional theory data (ωB97M-V/def2-TZVPD) for C18H30NO5P2SZr as an isolated structure at a distorted geometry.

As for the charge: +3. The energy above the lowest of the compared OMol25 structures with the same formula, charge and spin comes out at 0.00 kcal per mole. The calculation puts the HOMO energy at -16.832 eV.

Last column: Mulliken charge in e.
Element x y z (Å)
Zr1 0.21 0.74 -0.29  0.66
P1 -2.13 -0.07 -1.07  1.33
C1 -2.10 0.60 -2.77  -1.26
C2 -0.73 0.98 -3.32  0.46
N1 0.34 0.89 -2.50  -0.06
C3 1.60 1.17 -2.91  1.14
C4 1.78 1.78 -4.13  -0.86
C5 0.69 2.00 -4.96  -0.56
C6 -0.55 1.52 -4.58  -0.79
C7 2.75 0.75 -2.03  -1.71
P2 2.43 -0.71 -0.91  1.04
H1 -1.46 1.69 -5.13  0.57
H2 2.79 2.03 -4.38  0.57
H3 0.81 2.56 -5.87  0.50
H4 3.57 0.36 -2.65  0.66
H5 3.15 1.60 -1.44  0.47
H6 -2.60 -0.20 -3.31  0.55
H7 -2.79 1.47 -2.82  0.59
H8 -1.10 -2.66 -5.22  0.26
O1 -1.46 -3.45 -5.63  -0.59
H9 -2.41 -3.19 -5.76  0.34
H10 -0.81 -3.58 -0.95  0.27
O2 0.17 -3.74 -1.04  -0.56
H11 0.02 -4.59 -1.58  0.34
C8 2.77 -2.04 -2.12  -1.40
H12 3.71 -1.81 -2.65  0.52
H13 2.86 -2.99 -1.58  0.45
H14 1.94 -2.14 -2.82  0.37
C9 4.01 -0.78 0.00  -1.25
H15 4.01 -1.69 0.61  0.42
H16 4.86 -0.83 -0.69  0.42
H17 4.12 0.09 0.66  0.42
C10 -3.33 1.24 -0.57  -1.58
H18 -4.18 1.08 -1.28  0.53
H19 -3.62 1.06 0.48  0.51
H20 -2.88 2.24 -0.72  0.46
C11 -3.21 -1.53 -1.10  -1.25
H21 -3.59 -1.67 -0.07  0.38
H22 -4.06 -1.29 -1.78  0.55
H23 -2.69 -2.45 -1.44  0.32
C12 0.46 1.46 7.86  -1.40
C13 0.23 1.12 6.42  0.77
C14 0.11 -0.21 6.01  -0.74
C15 -0.22 -0.54 4.67  -0.62
C16 -0.39 0.53 3.75  0.31
C17 -0.22 1.84 4.17  -0.29
C18 0.10 2.13 5.48  -0.92
S1 -1.05 0.38 2.10  1.61
O3 -0.20 -0.66 1.29  -0.48
O4 -2.43 -0.03 2.18  -0.52
O5 -0.66 1.68 1.39  -0.72
H24 -0.37 1.08 8.46  0.36
H25 1.38 1.00 8.23  0.37
H26 0.51 2.53 7.99  0.37
H27 0.29 -1.00 6.76  0.42
H28 -0.30 -1.58 4.34  0.44
H29 -0.33 2.66 3.47  0.44
H30 0.24 3.17 5.74  0.34

Density functional theory data (ωB97M-V/def2-TZVPD) for C18H30NS3Zr as an isolated structure.

As for the charge: +3. The calculation puts the HOMO energy at -18.075 eV.

Last column: Mulliken charge in e.
Element x y z (Å)
Zr1 0.66 -0.03 -0.49  -0.13
C1 1.32 2.14 2.20  -0.90
C2 1.88 3.01 1.09  -0.66
S1 1.24 2.57 -0.56  0.07
C3 2.72 2.55 -1.62  -0.69
C4 3.81 1.55 -1.26  -0.60
S2 3.26 -0.19 -1.11  -0.04
C5 3.82 -0.69 0.56  -0.86
C6 3.40 0.18 1.74  -0.66
S3 1.59 0.34 1.99  0.09
H1 0.24 2.24 2.31  0.44
H2 1.77 2.41 3.16  0.54
H3 2.97 2.99 1.04  0.44
H4 1.58 4.05 1.26  0.53
H5 3.13 3.57 -1.61  0.52
H6 2.34 2.39 -2.63  0.38
H7 4.32 1.81 -0.33  0.41
H8 4.57 1.56 -2.05  0.54
H9 4.90 -0.73 0.51  0.53
H10 3.48 -1.72 0.67  0.47
H11 3.82 1.18 1.68  0.45
H12 3.78 -0.27 2.65  0.53
C7 -0.45 -3.19 2.62  -1.64
C8 -1.33 -2.19 1.93  -0.46
C9 -2.59 -1.87 2.39  -0.56
C10 -3.46 -0.99 1.73  0.59
C11 -4.85 -0.76 2.26  -1.60
C12 -3.03 -0.35 0.56  -0.76
C13 -1.79 -0.66 0.05  0.47
C14 -0.94 -1.56 0.73  0.12
N1 -1.18 0.01 -1.05  0.19
C15 -1.41 -0.16 -2.53  1.38
C16 -2.86 -0.37 -2.91  -1.78
C17 -0.54 -1.36 -2.90  -1.28
C18 -0.82 1.10 -3.16  -1.40
H13 -0.91 -4.18 2.59  0.44
H14 -0.32 -2.93 3.67  0.42
H15 0.53 -3.27 2.15  0.32
H16 -2.94 -2.34 3.31  0.53
H17 -4.90 -0.92 3.33  0.43
H18 -5.53 -1.46 1.78  0.34
H19 -5.20 0.25 2.03  0.40
H20 -3.67 0.37 0.06  0.54
H21 -0.05 -2.01 0.25  1.10
H22 -3.28 -1.24 -2.40  0.42
H23 -2.92 -0.56 -3.98  0.47
H24 -3.46 0.51 -2.69  0.40
H25 -0.94 -2.31 -2.54  0.42
H26 0.51 -1.28 -2.49  0.43
H27 -0.36 -1.43 -3.97  0.49
H28 -1.30 2.01 -2.80  0.38
H29 -0.89 1.06 -4.25  0.52
H30 0.27 1.18 -2.95  0.26

What did the second record say?
Density functional theory data (ωB97M-V/def2-TZVPD) for a 8-piece molecular cluster, C18H30N6O2 overall at a distorted geometry.

As for the charge: 0. The energy above the lowest of the compared OMol25 structures with the same formula, charge and spin comes out at 36.51 kcal per mole. As for the structure (SMILES): CC(C)=O.CC(C)=O.CC#N.CC#N.CC#N.CC#N.CC#N.CC#N. The calculation puts the HOMO energy at -9.321 eV.

Last column: Mulliken charge in e.
Element x y z (Å)
C1 11.42 1.15 1.86  -1.01
C2 10.65 0.14 0.98  0.74
C3 10.49 -1.30 1.58  -0.98
O1 10.26 0.39 -0.14  -0.54
H1 12.49 0.98 1.84  0.28
H2 11.09 1.08 2.90  0.31
H3 11.33 2.13 1.37  0.30
H4 9.68 -1.74 0.99  0.29
H5 10.20 -1.34 2.64  0.34
H6 11.39 -1.90 1.42  0.27
C4 0.68 -11.11 5.62  -0.95
C5 0.30 -10.32 6.85  0.71
C6 -0.66 -11.07 7.79  -1.00
O2 0.69 -9.20 7.19  -0.58
H7 0.07 -10.73 4.80  0.29
H8 0.66 -12.16 5.93  0.31
H9 1.74 -10.88 5.50  0.30
H10 -1.63 -11.05 7.30  0.28
H11 -0.74 -10.51 8.72  0.30
H12 -0.25 -12.03 8.08  0.34
C7 7.72 -8.98 9.50  -0.67
C8 6.71 -10.01 9.83  0.28
N1 5.87 -10.75 10.09  -0.35
H13 8.01 -9.19 8.48  0.23
H14 8.61 -9.09 10.11  0.26
H15 7.28 -7.98 9.59  0.25
C9 3.46 -15.63 -1.90  -0.77
C10 4.00 -14.39 -1.24  0.30
N2 4.43 -13.48 -0.65  -0.34
H16 3.27 -16.52 -1.30  0.29
H17 4.39 -16.06 -2.28  0.25
H18 2.71 -15.51 -2.69  0.27
C11 7.45 -9.03 3.20  -0.71
C12 7.16 -8.10 2.18  0.30
N3 6.94 -7.41 1.29  -0.35
H19 6.62 -9.18 3.90  0.26
H20 8.39 -8.78 3.68  0.25
H21 7.62 -9.93 2.62  0.25
C13 10.64 -2.26 8.36  -0.75
C14 10.23 -3.38 7.45  0.31
N4 9.97 -4.29 6.79  -0.35
H22 11.14 -1.39 7.93  0.27
H23 11.34 -2.63 9.11  0.26
H24 9.80 -1.99 9.01  0.26
C15 8.44 -17.78 4.14  -0.62
C16 7.98 -16.41 4.53  0.24
N5 7.59 -15.31 4.74  -0.36
H25 8.52 -17.85 3.05  0.26
H26 7.69 -18.47 4.52  0.24
H27 9.35 -17.86 4.74  0.24
C17 5.92 -4.22 -4.72  -0.77
C18 7.21 -4.86 -4.63  0.35
N6 8.27 -5.36 -4.44  -0.37
H28 5.09 -4.86 -5.02  0.28
H29 5.90 -3.38 -5.41  0.26
H30 5.62 -4.07 -3.68  0.25

HOMO of number 1 (C18H30N4O2)? -7.729 eV

Look up the charge of the fourth one. +3